Cl3HN3P3 as an isolated structure at a distorted geometry, computed with ωB97M-V/def2-TZVPD.

## Properties
2S+1: 1
HOMO: -9.3 eV
Relative energy (zero: lowest compared OMol25 entry of this formula, charge and spin): 11.8 kJ/mol
LUMO energy: -1.44 eV
Frontier orbital gap: 0.2876 Eh
Energy: -69921.4276 eV
Net charge: 0

Positions of all 10 atoms, in Å:
N -2.45136 -0.82288 -0.20814
N 2.04539 0.74964 -0.37999
N -0.33013 0.80701 0.33242
P 2.24097 -0.12099 -1.63597
P 1.19132 0.83522 1.03528
P -1.11134 -0.52376 0.36408
Cl 0.52472 -1.37401 -1.45416
Cl -0.56291 -1.94842 1.63410
Cl 1.16296 2.75409 1.36880
H -2.70963 -0.35590 -1.05640

Here are the natural (NBO) charges for atoms 1 to 6, given in e: N -1.229; N -1.258; N -1.364; P 1.175; P 1.202; P 1.914